(1)
Entry from the OMol25 dataset: a single C5H9N molecule (ωB97M-V with the def2-TZVPD basis set).

## Properties
Energy above the lowest of the compared OMol25 structures with the same formula, charge and spin   2.1561 eV
Highest occupied orbital energy   -0.34568 Ha
LUMO level   1.20 eV
E_tot   -250.587706 hartree

Bonds (Å) are listed after each position.
Geometry (Å):
1 C 1.77333 -0.66985 0.07801  C2 1.523, C3 1.492, H7 1.115, H8 1.120
2 C 1.66060 0.84432 -0.04596  C1 1.523, C3 1.520, H9 1.072, H10 1.109
3 C 0.51829 -0.06799 -0.46041  C1 1.492, C2 1.520, C4 1.499, H11 1.128
4 C -0.73320 -0.01948 0.36390  C3 1.499, C5 1.507, N6 1.508, H12 1.058
5 C -2.01650 -0.62049 -0.15026  C4 1.507, N6 1.493, H13 1.059, H14 1.068
6 N -1.80983 0.85604 -0.22626  C4 1.508, C5 1.493, H15 1.016
7 H 1.74822 -1.14850 1.08467  C1 1.115
8 H 2.58061 -1.15426 -0.52808  C1 1.120
9 H 2.21349 1.34589 -0.81576  C2 1.072
10 H 1.48479 1.45874 0.86042  C2 1.109
11 H 0.28132 -0.10857 -1.56233  C3 1.128
12 H -0.56661 0.08260 1.40365  C4 1.058
13 H -2.05563 -1.11451 -1.08663  C5 1.059
14 H -2.69325 -0.97477 0.59639  C5 1.068
15 H -2.38563 1.29083 0.48863  N6 1.016

***

(2)
Entry from the OMol25 dataset: a single C5H9N molecule (ωB97M-V with the def2-TZVPD basis set).

## Properties
Energy above the lowest of the compared OMol25 structures with the same formula, charge and spin   3.1221 eV
Highest occupied orbital energy   -0.34075 Ha
LUMO level   1.02 eV
E_tot   -250.552209 hartree

Bonds (Å) are listed after each position.
Geometry (Å):
1 C 1.89452 -1.37864 0.04490  C2 1.164, H7 1.000
2 C 1.66076 -0.23823 0.02060  C1 1.164, C3 1.528
3 C 1.01095 1.10571 -0.30388  C2 1.528, C4 1.494, H8 1.054, H9 1.099
4 C -0.41205 1.12700 0.15009  C3 1.494, C5 1.598, H10 1.078, H11 1.163
5 C -1.03820 -0.26090 0.63674  C4 1.598, N6 1.485, H12 1.087, H13 1.100
6 N -1.61515 -0.93053 -0.55655  C5 1.485, H14 0.995, H15 1.007
7 H 2.01890 -2.28165 0.45659  C1 1.000
8 H 1.73595 1.79997 0.01733  C3 1.054
9 H 0.98460 1.13273 -1.40198  C3 1.099
10 H -0.46862 1.80828 0.98388  C4 1.078
11 H -0.98437 1.57113 -0.76034  C4 1.163
12 H -0.22887 -0.79705 1.12526  C5 1.087
13 H -1.89456 -0.03104 1.28822  C5 1.100
14 H -1.76029 -1.91050 -0.46529  N6 0.995
15 H -0.90357 -0.71626 -1.23559  N6 1.007

***

Number 1: HOMO-LUMO gap 10.6067 eV. Number 2: HOMO-LUMO gap 10.2897 eV.